Computed, not measured: a molecular structure, H26O13 in a non-equilibrium geometry, with ωB97M-V/def2-TZVPD.

XYZ file:
```
39
Properties=species:S:1:pos:R:3:forces:R:3:mulliken_charge:R:1
H -0.190655 0.785935 0.277421 0.2 0.3 -0.5 0.0274
H -0.349100 1.406972 -1.100711 -0.2 -0.1 0.1 0.4520
H -4.060667 2.492574 0.532339 -0.5 -0.1 0.1 0.3501
H -4.248718 3.551456 1.606325 0.0 0.1 -0.1 0.3182
H -2.859193 -2.610267 -2.215949 -0.1 -0.1 0.0 0.2859
H -2.504646 -2.667510 -0.739108 -0.1 0.1 0.0 0.2724
H 2.483446 2.809110 -1.346570 -0.9 0.9 -0.8 0.2483
H 3.919218 3.253651 -1.120773 -0.1 0.3 0.0 0.2760
H -0.589290 -0.845764 0.241425 0.0 -0.2 -0.2 0.1705
H -1.483147 -1.771170 1.050550 -0.2 -0.3 -0.2 0.2156
H -2.029193 1.123119 1.093801 -0.4 0.0 -0.4 0.3779
H -2.610585 1.941808 -0.047151 0.3 0.2 -0.2 0.3087
H 1.938009 0.137006 -3.181075 0.3 0.2 -0.3 0.2616
H 0.652845 0.438064 -2.427577 0.7 -0.3 -0.3 0.2618
H 4.222459 0.998580 -0.687801 0.0 0.0 0.4 0.3341
H 3.847191 1.039784 0.784448 0.4 -0.3 0.4 0.2474
H 0.534185 -0.611160 4.016642 0.2 0.1 -0.1 0.3041
H 1.291510 -1.218528 2.847196 0.3 0.3 0.2 0.3397
H -0.475227 1.166533 1.947217 0.7 0.5 0.9 0.2895
H -1.373438 0.081259 2.517691 0.3 -0.1 0.0 0.3218
H -0.841338 -1.119312 -1.700972 0.0 0.1 0.0 0.1932
H -1.476996 -0.738724 -3.028049 -0.1 0.2 0.0 0.1808
H 1.671058 -2.059373 -0.452678 0.3 -0.2 0.0 0.3052
H 1.272791 -2.612734 -1.811065 0.0 0.2 -0.1 0.2547
H 0.840021 -2.353006 1.446767 -0.1 -0.1 -0.1 0.2673
H 1.772560 -3.396729 2.039268 0.2 0.0 0.0 0.3306
O 0.319718 1.127372 -0.465499 0.4 0.3 0.1 -0.6412
O -4.209339 3.437577 0.650045 0.1 0.0 0.1 -0.6161
O -3.255421 -2.583869 -1.337714 0.1 -0.1 -0.1 -0.5949
O 3.231324 2.689109 -0.750526 -6.6 7.4 -6.0 -0.5267
O -1.375342 -0.846946 0.799198 -2.4 -6.1 -4.0 -0.4143
O -2.438321 1.033588 0.225707 -0.9 1.4 -0.3 -0.6266
O 0.985648 -0.007422 -3.214835 4.1 1.8 -1.7 -0.5738
O 4.194577 1.589573 0.073080 7.2 -8.3 6.0 -0.5690
O 1.421394 -0.856690 3.731048 0.0 -0.4 0.4 -0.6103
O -0.507396 0.218398 2.117499 2.3 4.3 4.5 -0.4809
O -0.735113 -0.523928 -2.451455 -5.1 -1.7 1.4 -0.3965
O 1.278293 -1.799569 -1.293646 -0.1 -0.4 0.6 -0.4376
O 1.736876 -2.698785 1.375498 -0.3 0.0 0.1 -0.7070
```
Forces are in eV/Å.

Summary:
spin multiplicity	1
strongest force on any atom	0.24266	Eh/bohr
E_HOMO	-7.23	eV
ΔE to the lowest compared entry with this formula, charge and spin	11.684	eV
total charge	0
DFT total energy	-27030.263	eV

Computed, not measured: a single C3H2O4 molecule in a non-equilibrium geometry, with ωB97M-V/def2-TZVPD.

XYZ file:
```
9
Properties=species:S:1:pos:R:3:forces:R:3:mulliken_charge:R:1
C -0.916061 -0.572908 -0.115020 -4.1 0.4 -0.8 0.5046
C -0.483352 0.849415 0.058580 2.8 -0.1 1.3 -0.0935
C 1.276764 -0.540317 -0.165497 -0.2 0.9 -0.5 0.6233
H -0.788696 1.818515 -0.320215 -1.2 -0.7 -0.5 0.2744
H -0.406296 0.930909 1.172522 -0.2 0.3 -0.6 0.2186
O -2.054703 -0.962710 -0.011507 1.7 -0.1 -0.1 -0.5195
O 0.883366 0.731109 -0.426882 0.9 0.1 0.8 -0.3337
O 2.333251 -0.919428 0.182645 0.0 -0.2 -0.4 -0.4151
O 0.155723 -1.334583 -0.374629 0.4 -0.7 0.7 -0.2590
```
Forces are in eV/Å.

Summary:
spin multiplicity	1
strongest force on any atom	0.08195	Eh/bohr
E_HOMO	-11.34	eV
ΔE to the lowest compared entry with this formula, charge and spin	0.290	eV
total charge	0
DFT total energy	-11332.839	eV

Computed, not measured: a molecular structure, C45H51F10N7OPSV in a non-equilibrium geometry, with ωB97M-V/def2-TZVPD.

XYZ file:
```
117
Properties=species:S:1:pos:R:3:forces:R:3:mulliken_charge:R:1
V -0.540323 -0.262775 -0.455434 3.3 2.2 4.2 0.8140
C -0.325376 -3.281060 -1.397063 -0.2 -0.2 -0.6 -1.0497
N -0.211125 -2.332188 -0.282534 -0.1 -0.5 0.4 0.4558
C -1.100047 -2.719781 0.802413 -0.6 -0.2 0.6 -0.6710
C -2.559961 -2.385795 0.470332 0.3 -0.8 0.2 -1.2414
N -2.679863 -1.025674 -0.074007 -0.1 -0.6 0.6 1.1352
C -3.955077 -0.426685 -0.128579 -1.0 0.8 -0.3 -0.9164
C -4.050163 0.857498 -0.674578 0.0 0.1 0.2 0.3092
F -2.918264 1.459294 -1.110882 -0.5 -0.1 0.0 -0.2783
C -5.231893 1.576585 -0.746691 0.2 -0.2 0.1 0.2194
F -5.194146 2.814285 -1.222538 -0.1 -0.1 0.0 -0.2937
C -6.416902 1.009401 -0.283971 0.3 -0.2 0.1 0.5873
F -7.548760 1.686540 -0.326096 0.2 -0.1 0.0 -0.2707
C -6.366550 -0.277520 0.247016 0.1 0.2 -0.1 0.3604
F -7.466614 -0.855954 0.695668 0.1 0.1 0.0 -0.2760
C -5.162268 -0.976856 0.319782 0.1 0.0 0.0 0.3079
F -5.211811 -2.199633 0.853774 -0.1 0.1 -0.1 -0.3431
C 1.190492 -2.196102 0.092992 0.7 0.2 0.2 0.5029
C 1.859481 -1.377940 -1.014100 0.8 -0.9 0.4 -1.7095
N 0.900424 -0.424134 -1.539661 0.5 -0.1 -0.6 2.3032
C 1.183759 0.063849 -2.787459 0.3 0.8 -1.7 0.8090
C 2.427657 -0.034481 -3.453949 0.1 0.0 0.2 -0.2155
F 3.524110 -0.468501 -2.807355 -0.3 0.1 -0.4 -0.4187
C 2.604783 0.349245 -4.778960 0.0 0.0 0.1 0.3187
F 3.797120 0.183963 -5.334342 -0.3 0.1 0.1 -0.2803
C 1.557706 0.909518 -5.506538 0.0 -0.1 0.3 0.5632
F 1.721050 1.268738 -6.765424 0.0 -0.1 0.3 -0.2525
C 0.337972 1.111650 -4.857059 0.1 0.0 0.1 0.1883
F -0.667041 1.695304 -5.492793 0.1 -0.1 0.1 -0.2657
C 0.177765 0.703629 -3.541891 0.0 0.0 0.1 -1.0887
F -1.000323 0.954145 -2.926689 0.4 -0.1 -0.5 -0.2055
H 0.077188 -4.256702 -1.104769 0.0 0.1 0.1 0.3339
H 0.218993 -2.925299 -2.269504 0.0 0.0 0.0 0.1845
H -1.361007 -3.422722 -1.696878 0.0 0.0 0.0 0.4251
H -0.798253 -2.168364 1.696818 0.0 -0.1 -0.1 -0.4536
H -1.033088 -3.794676 1.017033 0.0 0.1 0.0 0.4148
H -3.116614 -2.436226 1.406827 0.0 0.1 -0.3 0.7835
H -2.986578 -3.108251 -0.240901 0.0 0.1 0.2 0.7414
H 1.689771 -3.169351 0.202106 -0.1 0.2 0.1 0.5478
H 1.251051 -1.649273 1.042983 0.0 -0.1 0.0 -1.2459
H 2.212177 -2.047882 -1.806328 -0.1 0.2 0.1 0.8265
H 2.737778 -0.864541 -0.599604 -0.3 -0.1 -0.1 -0.0264
N -2.965129 2.055382 2.284214 0.2 0.1 -0.2 0.3045
C -3.333253 1.005798 3.089871 0.3 -0.7 0.1 -0.1064
C -4.391344 0.848382 3.973503 0.0 0.0 0.1 -1.0964
C -4.455923 -0.342503 4.665371 0.0 0.2 -0.1 -0.8498
C -3.464910 -1.317761 4.513471 0.1 -0.1 0.0 -1.1096
C -2.414408 -1.167844 3.633951 0.0 0.0 -0.1 -1.3183
C -2.367940 -0.004272 2.861701 -0.7 0.4 0.3 1.7659
N -1.483091 0.432781 1.891841 0.6 0.6 -0.6 0.6438
C -1.857908 1.664447 1.600242 -0.1 -0.4 0.5 -0.5584
C -1.169592 2.486620 0.634645 -0.1 1.3 0.0 -0.7180
C -1.273879 3.843491 0.468581 0.1 -0.6 0.0 -0.4318
S -0.315530 4.363332 -0.844839 0.1 -0.7 0.2 -0.1417
C 0.173136 2.747056 -1.085153 0.2 0.8 -0.2 -0.6574
N -0.334950 1.875001 -0.261649 -0.3 -0.3 0.0 1.5913
H -3.430842 2.946696 2.227923 0.0 0.0 -0.1 0.2505
H -5.113261 1.633241 4.132832 -0.1 0.1 0.0 0.5767
H -5.264795 -0.516324 5.357570 -0.1 0.0 0.1 0.5214
H -3.516336 -2.206124 5.122430 0.0 -0.1 0.1 0.5322
H -1.643476 -1.921226 3.583837 0.1 -0.1 0.0 0.5769
H -1.832714 4.547917 1.051132 -0.2 0.1 0.1 0.5293
H 0.865820 2.512943 -1.870423 0.1 -0.2 -0.2 -0.0883
O -2.363395 -1.219022 -2.326068 -0.3 -0.2 0.0 -0.7360
N -1.923089 -0.872376 -1.259329 -3.7 -1.4 -3.9 1.0674
C 5.847084 -2.244556 3.282238 0.0 -0.2 0.0 -0.7820
C 4.390415 -2.685950 3.367241 0.1 0.1 0.2 -0.8562
C 3.478879 -1.452834 3.389411 0.1 -0.1 0.0 -0.6033
C 3.998095 -0.362871 2.437788 -0.3 1.0 0.0 0.6585
C 4.838785 -0.983476 1.328025 0.3 0.2 0.1 -0.3959
C 6.125685 -1.563267 1.935156 -0.1 -0.1 0.0 -0.9407
P 2.619304 0.735664 1.790959 -0.5 -0.2 -0.3 -0.5811
C 3.382508 2.157021 0.824193 0.0 -0.5 0.4 0.6889
C 3.536897 1.809774 -0.657654 -0.2 0.4 0.0 0.2671
C 4.041116 3.032028 -1.419165 0.1 -0.2 0.0 -1.0922
C 5.456364 3.416673 -0.948993 0.1 0.0 0.1 -0.9476
C 5.829390 2.741713 0.373136 0.1 0.2 0.1 -0.8726
C 4.682780 2.779259 1.379833 0.1 0.1 -0.1 -0.9465
C 1.868350 1.598548 3.275427 0.6 -0.3 -0.3 0.5155
C 0.970943 0.670485 4.093022 -0.3 0.1 -0.1 0.1240
C 0.048904 1.509186 4.986671 0.1 0.0 0.0 -0.1633
C 0.774523 2.742952 5.547665 0.1 -0.1 0.1 -0.9173
C 2.276586 2.494854 5.609784 0.1 0.3 0.0 -0.9575
C 2.873997 2.299339 4.205933 -0.3 0.0 0.2 -0.5739
H 6.502222 -3.103764 3.409728 0.1 0.0 0.1 0.4711
H 6.052148 -1.559103 4.106614 0.0 0.0 0.0 0.3417
H 4.221425 -3.275125 4.269010 0.0 -0.1 0.0 0.5114
H 4.155300 -3.326355 2.515877 0.0 -0.1 0.0 0.2434
H 3.452483 -1.057312 4.405429 -0.1 0.0 0.0 0.2949
H 2.460583 -1.756361 3.130683 -0.1 0.1 0.0 -0.1521
H 4.657907 0.313687 2.993273 0.1 -0.2 0.1 1.0218
H 5.113287 -0.239399 0.582321 -0.1 0.0 -0.1 -0.4319
H 4.280414 -1.777823 0.829392 -0.1 0.0 -0.1 0.1650
H 6.857888 -0.766627 2.073522 0.0 0.0 -0.1 0.3131
H 6.554418 -2.275159 1.229394 0.1 0.0 0.0 0.5268
H 2.586788 2.912809 0.875736 0.0 0.0 0.0 0.7277
H 2.567046 1.496337 -1.046475 0.0 -0.1 0.0 -1.2970
H 4.242266 0.997628 -0.816493 0.0 -0.2 0.0 0.4266
H 3.350334 3.862990 -1.253867 -0.1 0.1 0.0 0.3285
H 4.051294 2.820344 -2.489798 -0.1 0.1 -0.1 0.4546
H 5.515878 4.498768 -0.828244 0.1 0.0 0.0 0.3615
H 6.194567 3.135873 -1.700570 0.0 0.1 0.0 0.3668
H 6.689479 3.255944 0.810021 0.0 -0.1 -0.1 0.5438
H 6.142335 1.711204 0.193778 0.0 0.0 0.0 0.1433
H 4.481912 3.824201 1.621762 0.1 0.0 0.1 0.4460
H 5.009390 2.294190 2.298488 -0.1 0.1 0.1 0.3675
H 1.214952 2.357246 2.820045 0.0 0.0 -0.1 0.3025
H 1.578531 0.016678 4.715863 0.0 -0.1 0.0 0.5607
H 0.366788 0.044585 3.431749 0.1 -0.1 0.1 -1.1109
H -0.314704 0.884289 5.802483 -0.1 0.0 0.0 0.5345
H -0.826550 1.831865 4.419583 -0.1 0.0 -0.1 -0.2876
H 0.395513 2.976118 6.543011 0.0 0.1 0.0 0.5315
H 0.588926 3.617328 4.920779 -0.1 0.1 0.0 0.3014
H 2.465121 1.616481 6.227360 0.1 0.0 0.1 0.3484
H 2.775449 3.339830 6.087875 0.0 -0.1 0.1 0.5410
H 3.789764 1.716136 4.308122 0.1 0.0 -0.1 -0.0357
H 3.138909 3.269509 3.785513 0.1 0.0 0.0 0.3391
```
Forces are in eV/Å.

Summary:
spin multiplicity	3
strongest force on any atom	0.11284	Eh/bohr
E_HOMO (spin up / spin down)	-12.72 / -12.73	eV
total charge	+2
DFT total energy	-132940.161	eV